# 1
ORCA calculation (the ωB97M-V functional and the def2-TZVPD basis) on a molecular structure, C3H6InO3.

```
13
Properties=species:S:1:pos:R:3:mulliken_spin:R:1
O -2.14 -0.77 0.22 0.07
O -1.87 0.44 2.08 -0.05
In -1.16 -1.44 -1.23 0.82
H 1.96 0.77 -1.03 0.00
H -2.16 1.75 0.10 0.08
H 0.27 1.31 0.58 0.00
C -0.02 0.25 0.64 0.05
C 1.69 -0.29 -0.97 0.01
C -1.53 0.17 0.90 0.02
H 2.32 -0.80 -0.23 0.00
H 0.54 -0.23 1.46 -0.01
O 0.31 -0.40 -0.59 0.03
H 1.79 -0.77 -1.94 -0.01
```

Kohn-Sham gap (spin up / spin down)   4.62 / 6.98 eV
Total charge   +2
Spin multiplicity   2
HOMO (spin up / spin down)   -19.3 / -21.1 eV
Total energy   -14496.7954 eV
⟨S²⟩   1.0189

# 2
ORCA calculation (the ωB97M-V functional and the def2-TZVPD basis) on a molecular structure, C3H6LiMnO4.

```
15
Properties=species:S:1:pos:R:3:mulliken_spin:R:1
C 1.34 -0.25 -1.62 0.06
O 0.51 -2.25 0.25 0.13
Li 0.25 -3.89 0.84 0.00
H 2.26 -0.78 -1.38 0.00
H 2.05 0.39 -2.18 0.01
H 0.95 -1.83 -1.14 0.04
O -0.90 0.46 -0.17 0.04
Mn 0.22 -0.58 0.98 4.72
H -1.90 2.75 0.27 0.00
C -1.07 3.12 -0.34 0.00
O 0.14 0.43 -2.12 -0.01
H -1.30 4.10 -0.75 0.00
H -0.18 3.12 0.31 0.00
C -0.63 1.01 -1.25 0.01
O -0.83 2.27 -1.47 0.01
```

Kohn-Sham gap (spin up / spin down)   6.15 / 5.84 eV
Total charge   +1
Spin multiplicity   6
HOMO (spin up / spin down)   -10.7 / -10.7 eV
Total energy   -42910.5957 eV
⟨S²⟩   8.7774

# 3
ORCA calculation (the ωB97M-V functional and the def2-TZVPD basis) on a molecular structure, C3H6LiMnO5.

```
16
Properties=species:S:1:pos:R:3:mulliken_spin:R:1
O 0.17 0.18 -1.11 0.00
C 1.82 -0.06 0.71 -0.01
H -0.21 -1.32 -0.89 0.01
O 1.35 -0.62 1.89 0.00
Li 1.56 -0.27 3.57 0.01
H 2.13 -0.89 0.03 0.00
C 0.69 0.73 0.08 0.00
O -1.87 -0.10 -2.41 0.00
H 2.72 0.59 0.65 0.00
Mn -2.05 -1.05 1.29 6.06
O -2.41 0.62 -0.31 -0.01
H -1.74 0.77 -2.79 0.00
H 0.81 1.82 0.01 0.01
H 0.00 0.90 0.93 0.02
O -1.39 -1.30 -0.59 -0.08
C -1.59 0.00 -1.07 -0.01
```

Kohn-Sham gap (spin up / spin down)   5.81 / 7.36 eV
Spin multiplicity   7
HOMO (spin up / spin down)   -6.8 / -8.5 eV
Total energy   -44967.3823 eV
⟨S²⟩   12.0021

# 4
ORCA calculation (the ωB97M-V functional and the def2-TZVPD basis) on a gas-phase ion, C3H6N (charge +1).

```
10
Properties=species:S:1:pos:R:3:mulliken_charge:R:1
C -0.86 0.16 -0.37 0.11
H 1.45 -0.95 -0.29 0.38
H 2.46 0.68 0.37 0.28
N 0.43 0.76 -0.34 -0.06
C -1.23 -0.70 0.50 -0.63
H -0.67 -1.06 1.39 0.28
C 1.52 0.03 0.10 -0.22
H -2.17 -1.21 0.35 0.25
H -1.55 0.54 -1.25 0.30
H 0.63 1.76 -0.46 0.31
```

Kohn-Sham gap   9.34 eV
Total charge   +1
Structure (SMILES)   C=C[NH+]=C
HOMO   -15.8 eV
Total energy   -4688.8297 eV

# 5
ORCA calculation (the ωB97M-V functional and the def2-TZVPD basis) on a gas-phase ion, C3H6N (charge +1).

```
10
Properties=species:S:1:pos:R:3:mulliken_charge:R:1
C 0.51 0.99 -0.20 -0.33
H 1.01 -0.94 -1.40 0.28
H 0.86 1.78 0.42 0.33
C -1.35 -0.55 0.61 -0.15
H 0.14 1.35 -1.17 0.26
H -2.04 0.26 0.96 0.29
N -0.31 -0.13 0.04 0.11
H -1.58 -1.69 0.73 0.28
H 1.76 -0.68 0.38 0.28
C 1.00 -0.40 -0.38 -0.34
```

Kohn-Sham gap   12.61 eV
Total charge   +1
Structure (SMILES)   C=[N+]1CC1
HOMO   -17.9 eV
Total energy   -4688.5889 eV

# 6
ORCA calculation (the ωB97M-V functional and the def2-TZVPD basis) on a gas-phase ion, C3H6N (charge +1).

```
10
Properties=species:S:1:pos:R:3:mulliken_charge:R:1
C 1.16 0.04 -0.06 0.25
H -1.58 -0.01 1.18 0.30
H 0.03 1.33 -0.43 0.30
N 2.38 -0.12 0.06 -0.24
C -1.58 -0.15 0.11 -0.83
C -0.11 0.29 -0.15 -0.08
H -2.27 0.57 -0.39 0.29
H 2.81 -0.14 1.05 0.34
H 3.12 -0.15 -0.63 0.30
H -1.87 -1.11 -0.07 0.37
```

Kohn-Sham gap   11.41 eV
Total charge   +1
Structure (SMILES)   CC=C=[NH2+]
HOMO   -16.0 eV
Total energy   -4688.9780 eV